[1]
ORCA calculation (the ωB97M-V functional and the def2-TZVPD basis) on C24H33N2O6P2Sn as an isolated structure.

E_tot	-2391.80000	Eh
net charge	+1
strongest force on any atom	4.0	eV/A

Positions of all 68 atoms, in Å:
C: -0.95678 2.51308 -3.76756
C: -0.94603 1.56298 -2.74028
N: 0.17351 1.21167 -2.08685
C: 1.33807 1.77710 -2.43047
C: 1.37576 2.82958 -3.34776
C: 0.21878 3.21402 -4.02593
C: -2.26394 1.22460 -2.10891
P: -2.25582 -0.15961 -0.95918
Sn: 0.15888 -0.25102 -0.17169
P: 2.60945 -0.24609 -0.87862
C: 2.63468 1.39382 -1.72790
C: -0.13870 -2.17567 0.93990
C: -0.84391 -2.17141 2.14245
C: -0.94143 -3.38011 2.86657
C: -0.33100 -4.54505 2.39786
C: 0.35109 -4.54226 1.17973
C: 0.42894 -3.34732 0.43610
O: -2.40493 -2.23908 -6.56660
O: 2.06899 -2.17994 -4.78164
H: -1.88875 2.70397 -4.29094
H: 2.30582 3.37258 -3.46834
H: 0.24167 3.98268 -4.79977
C: -3.49689 0.48252 0.19416
C: -2.81256 -1.80379 -1.50593
H: 3.42473 1.35090 -2.49478
H: 2.91685 2.16558 -0.98532
H: -2.99631 1.11595 -2.89356
H: -2.54147 2.11962 -1.48205
C: 3.89841 -0.30779 0.39455
C: 3.19198 -1.40525 -2.14178
H: -1.29633 -1.26209 2.53315
H: -1.48915 -3.37599 3.81091
H: -0.39317 -5.47251 2.98225
H: 0.81344 -5.45564 0.79083
H: 0.93564 -3.34512 -0.52469
H: 2.02368 -3.02365 -4.31966
H: 2.83136 -2.34411 -5.36294
H: -2.83153 -2.48044 -5.73626
H: -1.88993 -1.47441 -6.27069
H: -0.86771 -6.17464 -5.07337
H: -4.40819 0.77498 -0.35060
H: -3.75366 -0.23831 0.98280
H: -3.10231 1.37605 0.69187
H: -3.91194 -1.89167 -1.47122
H: -2.46021 -2.01851 -2.52779
H: -2.38384 -2.56338 -0.82653
H: 4.10327 -1.01051 -2.62295
H: 3.39665 -2.36691 -1.65188
H: 2.45516 -1.55466 -2.94904
H: 4.89089 -0.46280 -0.05486
H: 3.90044 0.60230 1.00414
H: 3.66694 -1.15460 1.05307
O: 1.45538 0.22524 2.30384
C: 0.57356 1.10991 2.29625
O: -0.15043 1.35841 1.21645
C: 0.21555 1.89081 3.51207
C: -0.81577 2.85110 3.50487
C: -1.18577 3.51752 4.66565
C: -0.51585 3.23327 5.86990
C: 0.52358 2.29203 5.88424
C: 0.87402 1.62682 4.72307
N: -0.91000 3.88630 7.07013
O: -1.85802 4.70755 6.99784
O: -0.31893 3.62687 8.14556
H: -1.34385 3.06447 2.58175
H: -1.99242 4.25593 4.66585
H: 1.03083 2.09650 6.81866
H: 1.66951 0.90758 4.74192


[2]
ORCA calculation (the ωB97M-V functional and the def2-TZVPD basis) on one molecule with the formula C24H33N3O.

SMILES	Cc1ccc(C)c(CN2CCC(CNC(=O)Nc3ccc(C)c(C)c3)CC2)c1
E_tot	-1173.89169	Eh
strongest force on any atom	0.4	eV/A
energy relative to the best compared isomer or geometry (same formula, charge and spin)	0.00	kJ/mol

Positions of all 61 atoms, in Å:
C: -7.72493 -1.35584 0.81631
C: -6.82237 -0.23860 0.38681
C: -5.60580 -0.01694 1.01127
C: -4.75034 1.01538 0.63817
C: -5.15238 1.89364 -0.37199
C: -6.37568 1.67124 -0.99548
C: -7.19497 0.61905 -0.63927
H: -8.13640 0.47097 -1.14889
H: -6.69278 2.34353 -1.78070
C: -4.33916 3.08213 -0.79725
H: -4.94675 3.75026 -1.40345
H: -3.97560 3.63959 0.06403
H: -3.47950 2.77789 -1.39192
C: -3.41067 1.11328 1.33889
N: -2.36626 0.22956 0.83513
C: -1.93770 0.53439 -0.51623
C: -0.66122 -0.23406 -0.84707
C: -0.89545 -1.73516 -0.70152
C: -1.39851 -2.00098 0.71638
C: -2.66043 -1.18170 0.97852
H: -3.00125 -1.35804 2.00237
H: -3.45526 -1.51261 0.28590
H: -0.64045 -1.70129 1.44232
H: -1.61669 -3.06217 0.85538
C: 0.36107 -2.54769 -1.04725
N: 1.51584 -2.20224 -0.25448
C: 2.49848 -1.38971 -0.75502
O: 2.54364 -1.06293 -1.92054
N: 3.42258 -1.03492 0.20175
C: 4.59389 -0.28778 0.04650
C: 5.41598 -0.13221 1.15995
C: 6.59114 0.59738 1.09840
C: 6.96386 1.19372 -0.10973
C: 6.13856 1.03436 -1.21331
C: 4.96487 0.30707 -1.15256
H: 4.33971 0.19382 -2.02113
H: 6.41892 1.49216 -2.15119
C: 8.22975 1.98925 -0.21276
H: 9.09443 1.37218 0.03109
H: 8.21596 2.82832 0.48266
H: 8.35667 2.37804 -1.21982
C: 7.45072 0.74122 2.31782
H: 7.56494 1.79156 2.58399
H: 7.01508 0.21589 3.16408
H: 8.44588 0.33727 2.13471
H: 5.13004 -0.59411 2.09678
H: 3.29039 -1.40800 1.13109
H: 1.43695 -2.33739 0.74014
H: 0.15405 -3.61599 -0.92136
H: 0.64347 -2.35916 -2.08552
H: -1.67695 -2.03973 -1.40736
H: -0.33782 0.00302 -1.86123
H: 0.12551 0.08112 -0.15956
H: -1.73272 1.60565 -0.57180
H: -2.71767 0.28566 -1.25889
H: -3.54675 0.86496 2.39690
H: -3.01672 2.12976 1.28110
H: -5.31481 -0.66527 1.82629
H: -8.11112 -1.89172 -0.04906
H: -7.19894 -2.05799 1.45878
H: -8.57657 -0.95787 1.36871